Entry 1:
Computed, not measured: 5 unconnected molecules or ions with the total composition C25H61O5PS, with ωB97M-V/def2-TZVPD.

As for the SMILES: CC(C)[C@@H](C)COPCCCS.CCOCC.CCOCC.CCOCC.CCOCC. Its HOMO energy is -8.665 eV. Its orbital gap is 0.346 Ha.

ORCA input file:
```
! RIJCOSX wB97M-V def2-TZVPD def2/J DEFGRID3
* xyz 0 1
C -1.2368 3.6043 3.0995
C -4.4821 6.2670 4.8075
H -1.3610 5.7479 3.2249
C 1.5787 -5.4113 -7.6088
H -0.8033 -3.2890 -2.5173
H 6.3723 2.5243 0.8486
H 2.0526 -2.0459 -5.4065
H 3.2749 -4.6506 -8.6576
H -5.5599 5.5157 1.0506
O -4.8925 4.9987 4.3309
H -1.1430 5.1310 1.5771
H -2.3172 3.4786 3.0212
C -4.9425 5.5994 1.9452
C 6.2663 1.1157 3.8380
H -0.0232 -2.5508 1.3431
H 7.7584 0.7847 5.3529
H 7.2519 4.0015 1.2768
H -1.9912 -2.7928 2.8466
H 0.6017 -6.4490 -1.6720
H -5.2392 8.1413 5.5470
H 5.1067 3.8871 2.5000
C -1.4975 -1.8279 2.7212
O -0.7136 -5.7266 -6.1980
H 6.8864 0.7193 3.0263
H -3.4098 -1.1987 0.9245
H -6.2969 6.7562 5.8667
C 6.8878 3.0463 1.6558
H -3.1373 0.9797 -0.2449
H -1.7524 0.7243 0.8110
C -5.6274 7.2095 5.1347
H -0.2524 -0.8135 1.2733
O -0.6794 2.5558 2.3276
H -2.9923 -4.2152 -5.2949
H 2.8149 -2.4096 -8.5113
H -0.9853 3.4771 4.1582
C -0.8543 4.9942 2.6207
C -0.0863 -6.6714 -2.4784
H 3.4668 -4.6633 -6.9193
H 2.4829 2.2267 3.5058
H 1.2140 3.1624 4.2931
H -1.7017 -5.4851 -1.8495
H 0.1978 -4.2229 -1.4748
H 0.9645 1.6381 1.6444
H -2.8444 -5.9393 -3.6578
S 3.1114 -2.0623 -6.2225
H 1.3426 -2.8354 -7.6229
C 1.4023 2.3181 3.6281
C -2.2519 -4.1332 -4.5096
H 0.6663 -4.1202 -3.1432
H 0.8379 -5.2285 -8.3828
H -2.3515 -6.7068 -5.6491
H -1.3733 -3.6144 -4.8647
C 0.7358 2.4976 2.2760
H -4.7152 6.6560 2.0933
C -2.6980 -1.1017 0.0966
H -0.9221 -7.3013 -4.8585
H -5.8758 3.9460 2.9413
H 1.1363 3.3780 1.7605
H 5.6373 0.2934 4.1794
H -6.2184 7.4591 4.2526
C -1.4419 -6.3918 -5.1472
C -1.8924 -5.5156 -3.9656
H -6.6252 5.4882 3.3022
H 0.2189 5.1753 2.6936
C 7.1326 1.5996 4.9880
C 2.7670 -4.4495 -7.7216
H -1.5887 0.4443 -0.9203
H -3.9136 6.0609 5.7148
C -1.0086 -5.4658 -2.6853
H -3.7858 6.7355 4.1018
H -3.2178 -1.4388 -0.8013
H 1.0297 1.4186 4.1210
H -4.0002 5.0776 1.7695
H 7.7562 2.4493 1.9371
C -5.6598 4.9959 3.1397
C -0.7810 -1.7674 1.3836
H 6.4503 3.8337 3.6241
H 1.9770 -6.4080 -7.7550
H 0.8109 -3.9983 -5.7423
C -2.2680 0.3440 -0.0719
H 6.5108 1.9568 5.8100
P 0.8768 -5.4010 -5.9065
C 2.4166 -2.9508 -7.6678
H 7.7922 2.4157 4.6902
H -0.7834 -1.6927 3.5341
H -2.6425 -3.5359 -3.6918
H -0.6783 -7.5399 -2.1964
C 5.9476 3.2746 2.8268
H -2.2554 -1.0494 2.8151
C -0.1957 -4.1822 -2.4862
O -1.6177 -2.0028 0.2650
O 5.3663 2.0906 3.3422
H 0.4835 -6.9391 -3.3563
*
```



Entry 2:
Computed, not measured: a molecular structure, C25H62AlCl2N6O3P2, with ωB97M-V/def2-TZVPD.

Its HOMO energy is -4.816 eV. Its orbital gap is 0.193 Ha.

ORCA input file:
```
! RIJCOSX wB97M-V def2-TZVPD def2/J DEFGRID3
* xyz -1 1
N -4.8025 4.2975 -5.1475
C -3.4024 7.0922 -5.2501
H -4.2121 5.2104 -9.2265
C -4.0886 5.1339 -8.1416
C -3.3896 3.9926 -5.2131
H -1.1819 -0.9008 -2.0720
N 4.5220 -4.1001 6.6635
C 6.0901 -1.2788 4.7467
H 4.5004 -2.8880 8.4320
H 1.1415 -1.7345 2.1424
H 5.7964 -1.4564 7.8261
C 3.8656 -1.1967 -1.0679
H -1.2024 -4.5963 -1.4526
H 5.3475 -4.4037 8.5519
H -2.4199 -1.7395 -0.9001
H 4.2629 1.0067 -0.8176
C 3.3153 -2.2724 -1.7897
H -6.4080 3.9732 -3.8011
H -7.3921 4.7600 -8.0124
C 0.9985 -3.4469 -1.2517
H 5.0565 -2.5274 0.2211
H 0.6097 -2.3989 -1.4038
H -0.4439 -6.1284 -0.7045
N 5.3298 -1.9361 5.8245
H -6.4711 7.7680 -4.2771
C 4.2510 -5.5061 6.3537
C 0.3814 -1.6876 1.2991
Cl 0.1132 1.3528 -0.7669
H -6.5050 6.0082 -8.9165
H 4.4290 -5.7131 5.2942
H -3.4584 4.2483 -8.0073
O 3.8168 -2.2122 4.0275
H 5.3490 -0.7123 0.5895
H 4.9076 -6.1728 6.9237
C -2.5585 0.4640 -0.8408
H 2.6949 0.5619 -1.7198
H 4.2903 -0.6950 7.2142
O -2.6807 -1.1415 2.3706
Cl -2.7472 1.7889 -2.1497
N -4.8184 6.8125 -5.2008
H -3.5471 6.0348 -7.8631
C 4.5693 -1.5080 0.3420
C 5.2947 -1.0209 6.9546
H -4.9141 4.5455 -3.0359
N -5.3539 4.9815 -7.4400
H 1.1097 -1.6766 6.9542
H -2.8676 4.3900 -6.0741
C -1.4390 0.9497 0.1729
H 5.8453 -0.0940 6.7665
H 0.9152 -1.2526 0.3994
C -2.2094 -0.8815 -1.6103
Al -1.1019 -0.2969 1.7668
H -2.8547 4.3554 -4.3272
H 2.6632 -1.7077 7.7157
C -6.4254 5.0175 -8.4499
P -5.7915 5.5741 -5.8771
H 1.4652 -4.5582 5.3948
C 1.4856 -3.4943 5.1257
H 2.8008 -3.4646 0.0385
H -4.9253 8.4848 -3.8832
H -2.8884 6.7478 -4.3439
H -2.8887 6.6645 -6.1036
H -2.9606 -0.9798 -2.4675
H -3.2311 8.1730 -5.3277
H 2.9959 -4.4956 -1.4516
H 5.5564 -0.4035 4.3549
C -5.3159 3.9023 -3.8314
C 0.3444 -4.0954 0.0494
H 3.5828 -4.3712 8.5363
H 7.0723 -0.9519 5.1097
C 1.9816 -2.3169 7.1320
H 6.2840 -1.9666 3.9210
H -5.3809 6.9316 -3.1615
O -6.7852 6.5942 -6.4727
H -3.5820 0.3529 -0.3603
H -1.8010 1.9511 0.5905
H -0.4366 -3.5933 2.0508
H -5.0570 2.8648 -3.5991
N 2.5210 -2.7857 5.8777
H -1.4669 -2.8881 0.7413
C 3.7872 0.3170 -1.5892
C 4.4783 -3.9161 8.0951
H 1.0908 -4.7784 0.5812
H -3.2529 2.9067 -5.2504
C -0.8314 -5.0852 -0.4870
H 1.6568 -3.4225 4.0484
H -3.0811 -1.6494 1.6432
H 3.7872 -1.4977 1.1682
H 0.4892 -3.0830 5.3031
C -0.3761 -3.0669 1.0349
C -5.4225 7.5311 -4.0789
H 1.6483 -3.1484 7.7674
C 2.6078 -3.4983 -1.0835
H 0.7841 -4.0802 -2.1787
H 3.2082 -5.7725 6.5781
H -0.5685 0.5593 3.0152
P 4.1079 -3.0376 5.2990
H 4.3268 0.4061 -2.5917
H -1.7099 -5.0603 0.2239
H 3.3587 -2.2389 -2.9246
H -6.2394 4.2775 -9.2379
*
```



no.,calculated total energy (eV)
1,-57273.6636
2,-92226.0537